The following is a DFT calculation (the ωB97M-V functional and the def2-TZVPD basis) of a 2-piece molecular cluster, C6H17NO overall at a distorted geometry.

```
25
Properties=species:S:1:pos:R:3:forces:R:3:mulliken_charge:R:1
C -0.077212 -2.421107 -1.241727 -2.540 1.978 -1.363 -1.53
C -0.716876 -1.120259 -0.592735 2.694 -1.023 -0.197 0.61
C 0.264777 -0.002278 -0.880783 0.275 -0.714 -1.768 -1.37
C 0.191573 1.090871 0.112563 0.844 2.057 2.626 0.35
C 0.484153 2.510212 -0.466222 0.560 -1.266 -1.237 -1.36
C 1.387777 0.829756 1.239687 0.759 3.320 -2.203 -1.25
N -2.029110 -0.828445 -1.068724 1.746 2.041 0.254 -0.54
H 0.579641 -2.853709 -0.575876 1.329 -1.354 1.318 0.41
H 0.452895 -2.167816 -2.175395 -0.179 -0.029 0.272 0.31
H -0.952133 -3.009001 -1.523755 0.447 -0.702 0.184 0.44
H -0.501424 -1.185869 0.509538 -1.506 -0.401 -0.596 0.12
H 1.210928 -0.506088 -1.040984 0.960 -0.078 1.662 0.57
H 0.357753 0.280110 -1.940333 -1.605 0.791 -0.213 0.64
H -0.809592 1.139478 0.640775 0.889 -0.405 -0.696 0.13
H 0.123800 3.308877 0.197104 1.346 -0.212 0.420 0.33
H -0.062256 2.832465 -1.395534 0.447 -1.118 0.421 0.36
H 1.596205 2.278444 -0.734002 -1.606 1.990 0.476 0.28
H 1.578653 1.617460 2.052817 -0.894 -0.714 -1.345 0.31
H 2.354489 0.871282 0.610022 -1.338 -0.532 0.999 0.39
H 1.251215 -0.045555 1.774393 -0.049 -1.934 0.573 0.36
H -2.747138 -1.386207 -0.738785 -1.518 -1.323 0.116 0.22
H -1.944664 -0.628839 -2.054231 -0.772 -0.259 0.003 0.24
H -1.138289 0.127777 2.401925 2.678 -1.082 3.778 0.34
H -0.364286 -0.781129 3.611000 -0.113 -3.640 0.715 0.29
O -0.490880 0.049568 3.279264 -2.856 4.609 -4.197 -0.63
```
Forces are in eV/Å.

Calculated values
Spin multiplicity ... 1
Kohn-Sham gap ... 9.8653 eV
E_HOMO ... -0.333 hartree
Energy relative to the best compared isomer or geometry (same formula, charge and spin) ... 65.02 kcal per mole
E_tot ... -10032.763 eV
Net charge ... 0



The following is a DFT calculation (the ωB97M-V functional and the def2-TZVPD basis) of a 2-piece molecular cluster, C6H17NO overall at a distorted geometry.

```
25
Properties=species:S:1:pos:R:3:forces:R:3:mulliken_spin:R:1
C 0.337996 0.297434 0.820379 -0.383 1.648 -0.308 0.01
C 1.116418 1.355540 -0.097390 0.172 -2.570 3.009 0.00
C 2.078232 2.057967 0.893775 0.924 -0.530 -1.467 0.00
C 0.198270 2.234248 -0.845090 -1.295 1.886 -1.329 0.00
C -0.079066 -1.004173 0.149149 -0.920 0.165 1.160 0.03
N -0.199425 -2.043813 1.165987 -0.377 -0.113 -0.392 0.83
C -1.227156 -3.049537 1.053941 0.784 -1.193 0.969 0.01
H -0.531403 0.892239 1.126307 -0.329 -0.618 0.041 0.01
H 0.825150 0.101957 1.780534 0.589 -0.094 -0.306 0.00
H 1.690196 0.644610 -0.696643 0.352 0.772 -0.602 0.00
H 2.617710 2.819035 0.327348 -0.018 0.252 0.323 0.00
H 2.826932 1.304605 1.157265 0.040 0.175 0.215 0.00
H 1.685973 2.466425 1.819221 -0.542 0.110 -0.160 0.00
H 0.424941 2.288989 -1.911039 0.144 -0.076 0.031 0.00
H 0.210163 3.277697 -0.505334 0.565 -0.126 0.134 0.00
H -0.888782 2.079989 -0.815320 0.252 -0.894 0.196 0.00
H -1.111854 -0.936169 -0.216902 0.205 0.043 -0.550 0.02
H 0.536605 -1.352226 -0.686188 0.228 -0.057 0.089 0.06
H 0.198737 -1.889847 2.095352 0.229 0.038 -0.278 -0.04
H -1.041295 -3.748060 0.235674 -0.340 0.785 -0.832 0.03
H -2.174669 -2.513308 1.075255 -0.280 -0.296 -0.442 0.03
H -1.175844 -3.782217 1.869113 -0.047 0.742 0.414 0.00
H -2.815068 -0.149161 -3.370344 0.768 -0.105 0.339 0.00
H -1.562166 -1.043353 -3.468092 -0.222 0.395 0.111 0.00
O -1.940593 -0.308871 -2.956960 -0.499 -0.340 -0.365 0.00
```
Forces are in eV/Å.

Calculated values
Spin multiplicity ... 2
Expectation value of S² ... 0.7543
Kohn-Sham gap (spin up / spin down) ... 11.2908 / 6.7639 eV
E_HOMO (spin up / spin down) ... -0.522 / -0.521 hartree
Energy relative to the best compared isomer or geometry (same formula, charge and spin) ... 20.55 kcal per mole
E_tot ... -10026.328 eV
Net charge ... +1



The following is a DFT calculation (the ωB97M-V functional and the def2-TZVPD basis) of a 2-piece molecular cluster, C6H17NO overall at a distorted geometry.

```
25
Properties=species:S:1:pos:R:3:forces:R:3:mulliken_spin:R:1
C -1.397207 1.235978 -1.089134 0.179 1.573 -2.760 0.02
C -0.598682 -0.046051 -1.186348 -0.211 -0.747 -2.079 -0.02
C -0.393624 -0.776286 0.177115 -0.124 -2.423 -1.552 0.10
C -1.469944 -0.514791 1.228817 -2.503 -1.228 -3.137 0.02
C 0.953311 -0.355190 0.609333 2.021 -1.642 1.180 0.01
C 2.252293 -0.791219 -0.218711 -0.994 2.498 1.318 0.00
N -1.216275 -1.022782 -2.180353 -0.249 0.595 4.301 0.76
H -2.466537 1.002737 -0.898839 0.570 0.207 -0.437 -0.01
H -1.095976 1.897231 -0.262159 0.330 -0.413 -0.360 0.00
H -1.233988 1.861288 -2.119653 -0.748 -1.386 2.550 0.01
H 0.441247 0.006262 -1.632407 -0.714 0.544 0.569 0.08
H -0.353410 -1.907143 -0.106656 -0.155 1.541 0.902 0.01
H -2.386455 -1.132050 0.942780 1.241 0.111 0.872 0.00
H -1.022991 -0.774666 2.117259 0.388 -0.770 2.293 0.01
H -1.971766 0.427972 1.298547 0.682 1.094 -0.021 0.00
H 0.874483 0.683560 0.753879 0.403 1.435 -0.065 0.00
H 1.071999 -0.743482 1.652754 0.100 0.161 -0.702 0.01
H 3.000655 0.052250 -0.035914 -0.840 -1.244 -0.693 0.00
H 2.039091 -0.937625 -1.277060 0.273 0.119 -0.083 0.00
H 2.668138 -1.678493 0.193325 0.260 -0.826 0.195 0.00
H -1.324537 -1.921655 -1.675168 0.940 -0.276 -1.138 0.00
H -2.142969 -0.783847 -2.447773 -1.004 0.708 -1.366 -0.01
H 1.727586 1.626356 2.717868 0.468 0.992 -1.181 0.00
H 2.406308 2.360069 1.497372 3.961 0.395 -1.585 0.00
O 1.639251 2.231577 1.941124 -4.276 -1.019 2.978 0.00
```
Forces are in eV/Å.

Calculated values
Spin multiplicity ... 2
Expectation value of S² ... 0.7547
Kohn-Sham gap (spin up / spin down) ... 11.3973 / 5.7632 eV
E_HOMO (spin up / spin down) ... -0.529 / -0.529 hartree
Energy relative to the best compared isomer or geometry (same formula, charge and spin) ... 52.82 kcal per mole
E_tot ... -10024.929 eV
Net charge ... +1



The following is a DFT calculation (the ωB97M-V functional and the def2-TZVPD basis) of a 4-piece molecular cluster, C6H17NO3 overall at a distorted geometry.

```
27
Properties=species:S:1:pos:R:3:forces:R:3:mulliken_charge:R:1
C -1.077617 1.907822 0.810331 -0.141 -0.585 0.537 -1.58
N 1.634395 1.289845 -0.389343 -0.253 0.991 -0.239 -0.31
C 0.823530 0.310307 0.142527 0.401 -0.583 -0.394 0.03
C -0.370436 0.560181 0.691969 -0.441 0.405 0.904 1.15
C -1.207058 -0.498346 1.325916 -0.076 -0.672 -1.104 -0.72
C -2.095221 -1.159440 0.592670 -0.726 -0.339 -0.064 -0.86
C 1.393666 -1.080313 -0.043036 -0.529 -0.413 0.359 -1.05
H -1.779149 1.872233 1.655163 0.412 -0.025 0.140 0.44
H -0.453227 2.791395 0.964459 0.022 -0.073 -0.436 0.41
H -1.781471 1.972964 -0.013321 0.160 0.582 -0.539 0.31
H 1.253676 2.193439 -0.605773 0.051 0.088 0.170 0.21
H 2.599821 1.165482 -0.621431 -0.075 -0.410 -0.018 0.15
H -1.137535 -0.725085 2.388203 0.049 0.229 0.077 0.41
H -2.827943 -1.885139 0.949102 0.401 0.092 0.386 0.29
H -2.223693 -0.952886 -0.464196 0.235 0.269 -0.049 0.33
H 0.741059 -1.697729 -0.666860 0.120 0.385 -0.111 0.12
H 2.371872 -1.055959 -0.521908 0.027 0.030 0.213 0.43
H 1.439471 -1.628503 0.899590 0.328 0.136 0.039 0.28
H -0.185642 0.590298 -3.583098 0.474 -0.116 1.218 0.28
H -0.242095 0.915296 -1.928336 0.577 -0.825 -0.743 0.40
O -0.553206 1.073046 -2.829669 -1.098 0.852 -0.497 -0.72
H -1.291085 -2.454302 -1.672508 0.268 -0.144 0.143 0.29
H -1.073921 -1.786262 -2.986437 0.369 -0.073 0.072 0.32
O -0.587464 -2.288298 -2.313620 -0.727 0.129 -0.341 -0.65
H 0.990079 -0.366242 2.621582 0.526 0.843 -0.039 0.33
H 1.895739 0.936274 2.607395 -0.422 0.228 -0.479 0.32
O 1.775146 0.072756 2.990287 0.069 -1.003 0.792 -0.64
```
Forces are in eV/Å.

Calculated values
Spin multiplicity ... 1
Kohn-Sham gap ... 8.5886 eV
E_HOMO ... -0.295 hartree
Energy relative to the best compared isomer or geometry (same formula, charge and spin) ... 62.93 kcal per mole
E_tot ... -14128.872 eV
Net charge ... 0